The following is a quantum chemistry calculation of a molecular structure, C55H48N10PbSSb2Te, from the OMol25 dataset.

Geometry as XYZ:
```
118
Properties=species:S:1:pos:R:3:forces:R:3:lowdin_charge:R:1
Pb 0.2416 -0.6418 -1.2485 0.1 -0.1 0.1 1.12
N 0.0358 -4.1575 -0.7541 0.1 0.0 -0.1 0.20
C 0.9126 -4.0203 -1.7648 -0.1 0.0 0.1 -0.44
N 1.4741 -5.1257 -2.2247 0.0 0.1 0.0 0.19
C 2.3396 -4.9479 -3.2239 0.0 -0.1 0.0 -0.41
N 2.9374 -6.0188 -3.7356 0.0 0.0 0.0 0.20
N 2.6666 -3.7462 -3.7615 0.0 0.0 0.1 0.19
C 2.0609 -2.7198 -3.2273 0.0 0.2 0.0 -0.29
N 1.1548 -2.7710 -2.2367 0.0 0.0 -0.1 0.04
C 2.4382 -1.3733 -3.7703 -0.1 -0.1 0.1 -0.21
C 3.4422 -1.2685 -4.7183 0.0 0.0 0.0 0.02
C 3.8077 -0.0109 -5.1703 0.0 0.0 0.0 -0.01
C 3.1579 1.1015 -4.6625 0.0 0.0 0.0 -0.02
C 2.1624 0.9083 -3.7221 0.0 0.0 0.1 -0.14
N 1.8027 -0.3004 -3.2837 -0.1 -0.1 0.0 -0.02
H -0.1036 -5.0805 -0.3795 0.0 0.0 0.0 0.13
H -0.3857 -3.3673 -0.2974 0.0 0.0 0.0 0.04
H 2.7280 -6.9316 -3.3693 0.0 0.0 0.0 0.12
H 3.5986 -5.9107 -4.4846 0.0 0.0 0.0 0.12
H 3.9210 -2.1672 -5.0764 0.0 0.0 0.0 0.12
H 4.5956 0.0984 -5.9035 0.0 0.0 0.0 0.13
H 3.4124 2.1020 -4.9832 0.0 0.0 0.0 0.12
H 1.6395 1.7566 -3.2947 0.0 0.0 0.0 0.07
C 0.8621 2.3285 0.9649 0.1 0.0 -0.1 -0.42
C 2.3191 2.7672 0.7453 -0.1 -0.1 0.0 -0.33
C 3.3019 1.6847 0.2762 -0.1 -0.1 0.1 -0.36
Sb 3.1773 -0.4680 0.6051 0.2 -0.2 0.0 1.41
C 5.2272 -0.7994 1.1091 -0.1 0.1 0.1 -0.39
C 5.7892 -2.0509 0.8747 0.0 0.0 -0.1 -0.14
C 7.0534 -2.3532 1.3630 0.0 0.0 0.0 -0.08
C 7.7615 -1.4081 2.0916 0.0 0.0 0.0 -0.07
C 7.2046 -0.1600 2.3331 0.0 0.0 0.0 -0.07
C 5.9394 0.1448 1.8457 0.1 -0.1 0.0 -0.14
C 2.4883 -1.2084 2.4986 0.1 0.0 -0.2 -0.45
C 2.9024 -0.7747 3.7563 0.0 -0.1 0.0 -0.17
C 2.6063 -1.5228 4.8830 0.0 0.0 0.0 -0.07
C 1.8976 -2.7159 4.7694 0.0 0.0 0.0 -0.07
C 1.4943 -3.1640 3.5227 0.0 0.0 0.0 -0.09
C 1.7968 -2.4118 2.3896 -0.1 0.1 0.1 -0.20
Sb 0.4519 1.7234 3.0099 -0.1 0.2 0.1 1.52
C -1.6742 1.8844 2.8188 -0.1 0.0 -0.1 -0.39
C -2.4423 2.4118 3.8566 0.0 -0.1 0.0 -0.12
C -3.8295 2.3852 3.7970 0.0 0.0 0.0 -0.07
C -4.4725 1.8140 2.7065 0.0 0.0 0.0 -0.07
C -3.7220 1.2900 1.6634 0.0 0.0 0.1 -0.11
C -2.3322 1.3332 1.7184 -0.1 0.3 0.0 -0.18
C 0.7945 3.6723 3.7839 0.0 0.0 0.0 -0.42
C 0.0924 4.7834 3.3173 0.0 0.0 0.0 -0.13
C 0.3748 6.0479 3.8124 0.0 0.0 0.0 -0.07
C 1.3614 6.2127 4.7780 0.0 0.0 0.0 -0.07
C 2.0627 5.1141 5.2505 0.0 0.0 0.0 -0.08
C 1.7788 3.8459 4.7552 0.0 0.1 0.0 -0.14
H 0.6018 1.5076 0.2852 0.0 0.1 0.0 -0.08
H 0.1700 3.1477 0.7602 0.0 0.0 0.0 0.05
H 2.7053 3.2561 1.6429 0.0 -0.1 0.1 0.09
H 2.3249 3.5434 -0.0246 0.0 0.1 0.0 0.11
H 4.3239 1.9361 0.5461 0.0 0.1 0.0 0.04
H 3.2806 1.6403 -0.8185 0.0 0.0 0.0 0.02
H 5.2441 -2.8007 0.3118 0.0 0.0 0.0 0.09
H 7.4844 -3.3287 1.1783 0.0 0.0 0.0 0.11
H 8.7483 -1.6428 2.4680 0.0 0.0 0.0 0.11
H 7.7526 0.5760 2.9071 0.0 0.0 0.0 0.11
H 5.5199 1.1197 2.0605 0.0 0.0 0.0 0.09
H 3.4625 0.1463 3.8642 0.0 0.0 0.0 0.10
H 2.9402 -1.1838 5.8551 0.0 0.0 0.0 0.11
H 1.6735 -3.2977 5.6538 0.0 0.0 0.0 0.11
H 0.9634 -4.1031 3.4267 0.0 0.0 0.0 0.11
H 1.5007 -2.7868 1.4126 0.0 0.0 0.0 0.06
H -1.9583 2.8553 4.7197 0.0 0.0 0.0 0.10
H -4.4109 2.8047 4.6077 0.0 0.0 0.0 0.11
H -5.5538 1.7836 2.6685 0.0 0.0 0.0 0.11
H -4.2211 0.8447 0.8097 0.0 0.0 0.0 0.09
H -1.7597 0.9368 0.8819 -0.1 0.1 0.1 0.06
H -0.6883 4.6645 2.5735 0.0 0.0 0.0 0.10
H -0.1759 6.9064 3.4500 0.0 0.0 0.0 0.11
H 1.5778 7.1997 5.1651 0.0 0.0 0.0 0.11
H 2.8262 5.2417 6.0068 0.0 0.0 0.0 0.11
H 2.3269 2.9913 5.1366 0.0 0.0 0.0 0.09
S -6.9815 -4.1843 -0.1921 0.0 0.0 0.0 1.08
N -6.1775 -3.7928 -1.5303 0.1 0.0 0.1 -0.20
C -5.0306 -3.2572 -1.1372 0.1 0.0 -0.2 -0.30
C -3.9870 -2.7588 -2.0186 -0.2 -0.1 0.0 -0.07
C -4.0787 -2.8344 -3.4090 -0.1 0.0 0.0 0.04
C -3.0449 -2.3508 -4.1769 0.0 0.0 0.0 -0.01
C -1.9482 -1.7944 -3.5293 0.1 0.0 0.0 -0.14
N -1.8464 -1.7129 -2.2077 0.0 -0.1 0.1 -0.01
C -2.8473 -2.1948 -1.4404 0.1 0.1 0.0 -0.14
C -2.7082 -2.1225 0.0284 0.1 0.1 -0.1 -0.17
N -1.5910 -1.5491 0.5181 0.1 -0.3 0.0 -0.01
C -1.4341 -1.4587 1.8324 0.0 -0.2 0.0 -0.15
C -2.3661 -1.9583 2.7425 0.1 0.0 0.0 0.00
C -3.5035 -2.5538 2.2542 0.0 0.0 0.0 0.04
C -3.6948 -2.6314 0.8698 -0.2 0.0 0.0 -0.07
C -4.8862 -3.2038 0.2654 0.1 0.1 0.1 -0.30
N -5.9251 -3.7005 0.9217 0.0 0.0 -0.1 -0.20
H -4.9609 -3.2767 -3.8544 0.0 0.0 0.0 0.13
H -3.0710 -2.3970 -5.2563 0.0 0.0 0.0 0.12
H -1.1149 -1.3972 -4.1009 0.0 0.0 0.0 0.11
H -0.5280 -0.9744 2.1867 0.0 -0.1 0.0 0.07
H -2.1791 -1.8689 3.8034 0.0 0.0 0.0 0.13
H -4.2577 -2.9657 2.9128 0.0 0.0 0.0 0.13
C -2.2871 1.8343 -4.1639 0.0 0.0 0.0 -0.39
Te -1.2070 2.1417 -2.3409 0.0 0.1 -0.1 1.27
C -3.1698 2.1535 -1.4913 0.0 0.0 -0.1 -0.40
C -4.0323 2.6947 -2.6054 0.0 0.0 0.0 -0.30
C -5.2333 3.3394 -2.3426 0.0 0.0 0.0 -0.03
C -5.9917 3.8466 -3.3881 0.0 0.0 0.0 -0.06
C -5.5492 3.7150 -4.6968 0.0 0.0 0.0 -0.06
C -4.3503 3.0688 -4.9646 0.0 0.0 0.0 -0.03
C -3.5923 2.5535 -3.9215 0.0 0.0 0.0 -0.30
H -2.4327 0.7625 -4.3008 0.0 0.0 0.0 0.04
H -1.7281 2.2293 -5.0087 0.0 0.0 0.0 0.07
H -3.1758 2.7743 -0.5997 0.0 0.0 0.0 0.06
H -3.4283 1.1289 -1.2154 0.0 0.1 0.0 0.05
H -5.5722 3.4579 -1.3203 0.0 0.0 0.0 0.12
H -6.9198 4.3612 -3.1789 0.0 0.0 0.0 0.11
H -6.1288 4.1314 -5.5095 0.0 0.0 0.0 0.11
H -4.0029 2.9727 -5.9862 0.0 0.0 0.0 0.12
```
Forces are in eV/Å.

Properties
HOMO (eV): -12.13
M (g/mol): 1459.4
F_max (eV/Å): 0.31
Frontier orbital gap (Ha): 0.2495
Total charge: +2